This record from the Open Molecules 2025 dataset describes a cluster of 10 separate species, C90H190N10O10 in total in a non-equilibrium geometry. The level of theory is the ωB97M-V functional and the def2-TZVPD basis.

Structure (XYZ):
```
300
Properties=species:S:1:pos:R:3:forces:R:3:lowdin_charge:R:1
C -4.47218 -2.92194 6.87219 1.7054 0.1713 1.0958 -0.04
C -4.24283 -3.69604 5.59907 0.3318 -0.2612 -1.3685 -0.48
C -5.21156 -3.08757 4.59574 -1.0278 0.1575 -1.3091 -0.15
C -4.93213 -3.41215 3.11990 0.8771 0.0341 0.1549 -0.16
C -3.48835 -3.13922 2.72656 0.7812 0.5604 0.7513 -0.12
C -2.38324 -3.74869 3.65991 0.2673 1.3384 0.6009 -0.46
N -2.82526 -3.59698 5.05096 -2.3339 2.1248 -1.1855 -0.14
O -1.80652 -3.69987 5.93589 0.8794 -0.7066 1.4396 0.00
C -2.05381 -5.18540 3.38429 -0.3433 -0.9707 -0.7013 -0.03
C -1.07408 -2.85984 3.38282 -1.0543 -0.6226 -0.2097 -0.02
C -4.57261 -5.16062 5.79240 -0.4766 -0.7416 0.5444 -0.04
H -4.01998 -3.49346 7.68272 -0.4314 -0.0588 0.3901 0.09
H -5.50975 -2.65476 7.07262 -0.0297 -0.4833 -0.1038 0.10
H -3.90516 -1.99182 6.91071 -0.0341 0.2276 -0.4320 0.07
H -6.25357 -3.40667 4.61778 -0.0774 -1.1979 1.0940 0.12
H -5.49021 -2.07188 4.87652 1.2198 0.8003 -0.6378 0.10
H -5.60613 -2.81953 2.50133 -0.0206 -0.1357 -0.1026 0.08
H -5.14999 -4.47089 2.97955 -0.2208 -0.0895 -0.1523 0.11
H -3.38582 -2.05790 2.81781 0.1924 0.2482 0.1111 0.09
H -3.19624 -3.32920 1.69376 -0.3628 -0.4574 -0.1666 0.11
H -1.10430 -5.51963 3.80240 0.0764 0.2498 -0.0462 0.09
H -2.81050 -5.85293 3.79648 -0.1393 0.0675 -0.0046 0.07
H -2.07293 -5.34105 2.30563 0.3745 -0.2243 -0.1554 0.08
H -0.12673 -3.12265 3.85353 -0.3453 -0.4177 0.5020 0.08
H -0.85750 -2.97575 2.32086 -0.1655 0.2285 -0.1677 0.05
H -1.28235 -1.81169 3.59757 -0.0680 0.1125 -0.0424 0.06
H -5.02476 -5.60373 4.90508 0.3218 -0.0956 -0.1701 0.08
H -5.31758 -5.29933 6.57590 -0.1352 0.0922 0.1323 0.08
H -3.69419 -5.72738 6.10104 0.0251 -0.0141 -0.0859 0.09
H -1.47935 -2.80351 6.04118 0.2154 0.2247 0.2563 0.09
C -3.02661 4.85750 3.47039 -1.1517 -0.5956 -0.5941 0.00
C -4.35883 3.99256 3.70759 1.1365 -0.5979 1.3621 -0.44
C -4.84658 3.18922 2.53771 1.7974 -0.7023 -2.3921 -0.12
C -3.93505 2.00480 2.06914 0.1518 -0.4608 1.2332 -0.16
C -3.63792 1.05807 3.26636 -1.0767 1.2308 -0.7776 -0.12
C -3.27164 1.79637 4.59602 0.4233 -0.9165 -1.1207 -0.49
N -4.05910 2.98339 4.79329 -2.3231 -0.2645 -1.1123 -0.14
O -3.68684 3.58657 5.97085 0.1698 0.3801 0.6610 -0.01
C -3.56137 0.74653 5.68687 0.4913 -0.1919 0.0431 -0.03
C -1.74459 2.09729 4.60536 0.0908 -1.6583 -0.1479 -0.02
C -5.51224 4.85529 4.27254 1.0069 0.6866 0.2657 -0.03
H -2.52441 5.11856 4.40192 -0.5147 0.3083 0.1569 0.07
H -3.29150 5.74898 2.90188 0.1155 0.1976 0.1766 0.07
H -2.23654 4.34788 2.91887 -0.3836 -0.3073 -0.3459 0.06
H -5.85822 2.78670 2.58934 -0.0540 0.2695 0.5955 0.13
H -4.78057 3.78246 1.62567 -0.6149 0.7480 0.1314 0.09
H -2.99715 2.22552 1.55950 0.0216 0.8600 0.0567 0.09
H -4.52842 1.48110 1.31965 0.0565 -0.2592 -0.0190 0.07
H -2.89722 0.30355 3.00152 0.1310 0.0085 0.1897 0.09
H -4.60561 0.56452 3.35628 0.0426 -0.3879 0.7073 0.11
H -4.56616 0.32403 5.68729 -0.2391 0.5738 -0.1499 0.08
H -2.94017 -0.11128 5.42926 0.2744 -0.1709 0.1784 0.07
H -3.30934 1.06637 6.69796 0.0052 0.1302 -0.0448 0.09
H -1.31452 2.59377 3.73551 -0.3611 0.7287 0.3202 0.08
H -1.41650 2.42584 5.59153 0.2597 0.5644 -0.1958 0.08
H -1.25861 1.12583 4.51486 0.0355 -0.3113 0.1732 0.06
H -6.26452 4.26328 4.79380 0.2865 -0.1130 0.0346 0.09
H -6.03741 5.52776 3.59426 0.2480 -0.3176 -0.6448 0.08
H -4.99672 5.53666 4.94934 -0.4688 -0.0273 0.5446 0.07
H -2.73876 3.68061 5.85300 0.5332 0.5261 0.5405 0.06
C -7.23823 -2.67604 -0.25665 0.2045 0.6858 -0.1785 -0.02
C -7.04214 -1.17455 -0.55338 0.2487 1.0512 0.4397 -0.41
C -5.79857 -1.04530 -1.48242 -0.3998 1.6818 -1.0292 -0.13
C -5.63563 0.47237 -1.96924 -0.5845 -2.9054 -0.0782 -0.15
C -6.88269 0.86508 -2.77649 -0.5336 1.5766 0.9420 -0.10
C -8.31960 0.73781 -2.05097 -0.4716 -0.4823 -0.3875 -0.45
N -8.33113 -0.49820 -1.18062 1.8131 -1.2588 -0.3878 -0.07
O -9.44413 -0.56363 -0.23715 1.4254 0.2104 -1.0013 -0.03
C -8.58509 2.02003 -1.29509 0.7188 -0.1286 1.6226 -0.06
C -9.50987 0.59552 -3.07107 0.9541 0.2496 -0.7634 -0.04
C -6.67459 -0.44153 0.79018 -0.5319 0.3662 -0.6236 -0.04
H -6.51832 -2.91739 0.52538 -0.5736 0.0350 0.6480 0.06
H -6.87674 -3.36988 -1.01559 -0.6333 0.2900 -0.7236 0.08
H -8.28831 -2.82070 -0.00264 0.3091 -0.5824 0.3611 0.08
H -4.85908 -1.46640 -1.12447 -0.0747 0.2850 1.2424 0.10
H -5.88512 -1.72256 -2.33208 -0.7379 0.3700 -0.5758 0.09
H -4.74866 0.59085 -2.59163 0.0147 -0.1321 -0.1886 0.09
H -5.47327 1.16121 -1.14024 -0.2812 -0.1515 0.2326 0.08
H -6.92598 0.65040 -3.84426 0.1584 -1.0322 0.1959 0.11
H -6.61016 1.92003 -2.80680 -1.0446 0.6418 -0.2856 0.08
H -7.81032 2.04791 -0.52889 0.4219 0.7202 -0.0354 0.06
H -8.55995 2.90441 -1.93176 0.0287 -0.1194 0.0526 0.09
H -9.47252 2.01361 -0.66224 -0.4376 -0.1892 -0.5264 0.08
H -9.83328 1.51104 -3.56639 0.5412 0.7540 0.3793 0.07
H -9.14205 0.04926 -3.93963 -0.4390 -0.8595 0.2078 0.07
H -10.46624 0.27058 -2.66134 0.4538 -0.7199 0.2962 0.08
H -6.95704 0.60186 0.64992 0.3072 0.1328 0.1610 0.06
H -5.60353 -0.49867 0.98428 0.0481 -0.0932 -0.0086 0.07
H -7.20033 -0.74649 1.69499 -0.1973 -0.4289 -0.2298 0.08
H -9.77712 -1.40733 -0.55159 -0.6494 0.0008 0.2792 0.08
C -0.54371 -4.37206 -4.85661 -0.3765 -0.2210 -1.2679 -0.01
C -1.90764 -4.01929 -5.52329 -1.6189 -1.6891 -0.7054 -0.45
C -3.07605 -4.40493 -4.56193 1.3537 0.7611 1.1529 -0.10
C -3.35271 -3.28740 -3.48969 0.4570 -3.7380 0.2643 -0.20
C -3.65315 -2.02864 -4.10581 -0.5435 1.7353 -0.9269 -0.19
C -2.50496 -1.57876 -5.07373 -0.5839 2.7666 -0.3159 -0.38
N -2.09745 -2.65010 -6.06234 -3.6563 -0.2997 3.8490 -0.15
O -0.99645 -2.27240 -6.67615 3.6452 1.3940 -1.8171 -0.02
C -3.07681 -0.32313 -5.88337 0.6318 -1.0031 -0.0146 -0.02
C -1.36326 -1.02986 -4.14130 0.9262 -1.7400 -0.3180 -0.03
C -2.17497 -4.89097 -6.82859 0.8057 -0.0169 0.1877 -0.04
H -0.32443 -3.86140 -3.91893 -0.0445 -0.0260 -0.1555 0.06
H 0.24130 -4.23896 -5.60101 0.1738 0.5779 0.2089 0.05
H -0.49662 -5.45264 -4.72163 -0.3631 -0.0721 0.4153 0.09
H -3.98714 -4.76653 -5.03865 -0.1728 0.7999 -0.4087 0.11
H -2.75869 -5.31347 -4.05013 0.2768 -0.0315 0.1697 0.11
H -2.56343 -3.05769 -2.77389 0.7156 -0.8176 -0.1963 0.10
H -4.10609 -3.76544 -2.86360 -0.5959 0.6381 0.1362 0.11
H -3.72264 -1.35134 -3.25461 0.0806 0.7714 -0.4481 0.09
H -4.64787 -2.01603 -4.55130 0.0692 -0.0099 -0.5685 0.13
H -2.43559 0.05955 -6.67741 0.4839 -0.4910 -0.0289 0.07
H -4.00679 -0.59481 -6.38279 -0.2335 0.1422 0.2874 0.07
H -3.16026 0.54931 -5.23530 -0.4958 -0.2174 0.3401 0.06
H -1.62011 -0.41079 -3.28171 -0.6728 -0.1243 -0.1692 0.07
H -0.93319 -1.96302 -3.77748 0.1929 0.1451 0.7033 0.04
H -0.47360 -0.55866 -4.55913 -0.3803 0.2079 -0.8519 0.08
H -1.28857 -4.99769 -7.45389 0.2561 0.3953 -0.1232 0.06
H -2.95559 -4.40407 -7.41311 0.0332 0.0606 0.1005 0.08
H -2.47511 -5.93290 -6.71722 -0.1248 -0.0106 0.7614 0.08
H -1.09791 -2.48672 -7.60639 -0.1478 0.1025 -0.2412 0.12
C -2.35712 3.80831 -3.93056 -1.4548 -0.2192 0.0704 -0.04
C -2.39736 5.28876 -3.49262 -0.0304 -0.1094 0.3326 -0.43
C -3.32093 6.16370 -4.47307 1.3407 -1.4864 1.0600 -0.13
C -4.76538 5.87115 -4.22614 -0.2097 0.1025 1.6494 -0.18
C -5.16105 6.20936 -2.74039 -0.0458 0.0192 -1.9043 -0.13
C -4.36896 5.42050 -1.68221 0.4329 1.1376 0.1204 -0.48
N -2.91558 5.45184 -2.05836 -1.0392 0.7014 -1.7581 -0.09
O -2.08709 4.96898 -1.01507 -0.1466 0.0086 -0.6974 -0.02
C -4.51281 6.25200 -0.38349 -0.1871 0.1693 -0.1271 -0.04
C -5.03505 4.04459 -1.45862 0.8559 0.7541 0.2068 -0.02
C -0.91746 5.69834 -3.55289 0.4351 1.2231 0.4852 -0.06
H -1.75552 3.18797 -3.26620 0.3414 0.2219 -0.1187 0.07
H -2.09767 3.67011 -4.98017 0.5433 0.1618 0.0630 0.09
H -3.35141 3.36554 -3.87205 -0.2631 -0.0118 0.1202 0.05
H -3.11927 7.23034 -4.37442 0.2740 -0.0521 -0.0214 0.12
H -3.06523 5.77316 -5.45804 0.2137 0.4911 -0.2492 0.11
H -4.90110 4.79694 -4.35170 -0.4185 -0.0038 -0.3610 0.10
H -5.37966 6.44850 -4.91710 -0.2138 -0.2502 0.0023 0.11
H -6.23587 6.03104 -2.70767 -0.0746 -0.4546 0.5715 0.11
H -5.11384 7.29023 -2.60778 0.5615 0.0955 0.1618 0.11
H -4.13780 7.27327 -0.45058 -0.0461 0.1283 -0.7213 0.08
H -5.59496 6.31258 -0.26786 -0.0016 0.0988 0.7100 0.09
H -3.99478 5.92402 0.51772 -0.3521 -0.8630 -0.0784 0.06
H -6.03326 4.15137 -1.03404 -0.0892 0.1826 -0.1659 0.08
H -5.10076 3.51837 -2.41092 0.1837 -0.4012 0.2931 0.06
H -4.42887 3.59224 -0.67376 0.0705 -0.7941 -0.3497 0.07
H -0.68659 6.73829 -3.32204 -0.6296 0.3291 0.8020 0.08
H -0.40842 5.72296 -4.51641 -0.5676 -1.0548 -0.4745 0.09
H -0.34281 5.08987 -2.85457 0.0587 -0.0662 -0.1600 0.07
H -1.74757 5.82642 -0.74837 0.5112 -0.2009 0.6001 0.10
C 1.00299 -0.58194 5.87321 -0.1986 -0.1576 -0.3031 -0.02
C 2.41015 0.05158 5.78753 0.1686 0.5790 -0.9151 -0.41
C 2.33159 1.59888 5.51225 -0.2500 1.1440 0.6147 -0.13
C 1.87631 2.56230 6.66515 2.5209 -2.1522 1.6060 -0.14
C 2.78713 2.20912 7.92716 0.0084 -1.9529 -1.0104 -0.11
C 2.86604 0.62016 8.23854 0.2112 1.4192 0.9665 -0.43
N 3.24533 -0.18690 7.01422 -0.4268 4.0130 0.0067 -0.14
O 3.25321 -1.49111 7.38045 -0.3708 -2.2033 0.2231 -0.02
C 3.96926 0.36480 9.35021 -0.3240 0.0526 -0.2240 -0.03
C 1.51805 0.26043 8.86493 -0.8738 -0.5919 -0.7190 -0.06
C 3.23013 -0.55835 4.57630 -0.1356 -0.2052 0.5716 0.00
H 0.20139 0.15248 5.95176 0.1075 0.1914 0.4558 0.06
H 0.93472 -1.30580 6.68528 -0.0156 0.0818 -0.0071 0.08
H 0.74174 -1.11182 4.95720 0.2628 -0.1302 -0.1049 0.05
H 3.29240 1.93390 5.12149 0.1954 -0.0660 0.3192 0.08
H 1.63715 1.89749 4.72696 -0.1676 -0.9595 -0.5492 0.10
H 0.83121 2.35227 6.89263 -0.0450 0.5341 0.0597 0.08
H 2.14965 3.60625 6.51164 -0.7151 0.0089 -0.6933 0.10
H 2.48711 2.77860 8.80680 -0.1353 -0.3415 0.1771 0.11
H 3.83770 2.44222 7.75383 -0.0082 0.5236 -0.4539 0.10
H 4.91814 -0.03046 8.98758 -0.2132 -0.2979 -0.3693 0.07
H 4.30152 1.23016 9.92366 -0.4810 0.5676 -0.2824 0.07
H 3.55937 -0.29543 10.11453 0.1542 -0.3365 -0.1757 0.07
H 1.34370 0.70882 9.84302 0.3209 0.1021 -0.0243 0.09
H 0.70161 0.57447 8.21460 -0.0539 0.3578 0.0348 0.06
H 1.32692 -0.80986 8.94265 0.4665 -0.1849 0.2572 0.08
H 3.70355 0.14363 3.88987 0.0894 0.5608 0.4825 0.06
H 2.66366 -1.17493 3.87841 -0.3090 -0.3003 0.4412 0.06
H 4.01853 -1.14839 5.04359 0.0358 -0.2017 -0.4132 0.07
H 4.17853 -1.74678 7.37727 0.0973 -0.0948 -0.0178 0.11
C 7.06248 -2.87207 -6.53153 0.2656 1.4258 -0.3657 -0.05
C 5.70983 -3.55326 -6.52027 -0.6333 -0.8596 -2.2780 -0.47
C 5.10144 -3.51740 -5.10041 0.6922 0.1495 0.0251 -0.12
C 3.57919 -3.55298 -4.91194 1.5202 -2.2537 -0.9593 -0.17
C 2.88749 -2.77141 -5.94336 -0.9139 2.1171 0.1699 -0.17
C 3.29410 -3.02651 -7.40024 0.6245 1.9450 -1.1986 -0.44
N 4.77193 -2.85634 -7.49711 -0.5761 0.6278 1.7198 -0.11
O 5.13387 -2.88952 -8.86545 0.7042 -0.5020 0.5149 -0.03
C 2.70665 -4.31661 -7.94908 -0.8036 -0.0481 -0.1158 -0.04
C 2.70595 -1.77766 -8.32205 -0.1680 -2.2973 2.1099 0.00
C 5.95200 -4.99602 -7.02172 -0.4372 -0.0207 0.6294 -0.03
H 7.86731 -3.34735 -5.97077 -0.3443 -0.3453 0.2216 0.09
H 6.97570 -1.84485 -6.17742 -0.0883 0.0916 0.3731 0.08
H 7.45273 -2.72909 -7.53917 -0.1559 -0.4341 -0.2433 0.08
H 5.54209 -4.37146 -4.58611 -0.0081 -0.1277 0.1682 0.11
H 5.57025 -2.66386 -4.61073 -0.3869 0.3637 0.0181 0.09
H 3.35176 -3.31028 -3.87393 -0.3526 -0.0965 -0.1675 0.10
H 3.29645 -4.56586 -5.19875 -0.0937 -0.6584 1.0095 0.11
H 3.07591 -1.76016 -5.58287 0.1260 0.7943 -1.0017 0.12
H 1.80712 -2.84435 -5.81853 -0.1573 -0.2823 -0.2952 0.10
H 2.89624 -5.21116 -7.35586 0.3332 -0.0269 -0.1800 0.07
H 1.62116 -4.21765 -7.95068 -0.2620 0.1350 0.2993 0.07
H 2.89823 -4.45331 -9.01337 0.6709 -0.1908 0.1330 0.09
H 2.96746 -1.81442 -9.37957 0.4434 0.1208 0.3592 0.07
H 1.63083 -1.94938 -8.26965 -0.2182 0.4756 0.0509 0.06
H 2.98809 -0.90929 -7.72670 -0.0372 0.3191 -0.6917 0.08
H 4.98744 -5.43859 -7.27038 0.1709 -0.3469 0.2066 0.06
H 6.43544 -5.50930 -6.19050 -0.0530 -0.4670 -0.1354 0.08
H 6.58887 -5.10147 -7.90000 -0.0180 0.4429 0.0144 0.08
H 5.37847 -1.96852 -8.98172 0.1452 0.0288 -0.4160 0.10
C 1.61363 -1.96108 1.02218 -0.4629 0.1232 -1.3124 -0.02
C 1.03301 -1.68055 -0.46207 0.7953 -1.9612 2.1748 -0.40
C -0.55355 -1.81966 -0.43772 0.8349 0.7781 0.3553 -0.12
C -1.24936 -0.59062 0.18376 1.1123 -0.0700 -3.5692 -0.16
C -0.79479 0.67107 -0.57709 0.7014 1.1239 1.4304 -0.10
C 0.79234 0.90144 -0.75255 -0.4434 0.2013 0.4788 -0.45
N 1.54405 -0.37473 -0.83925 -2.4393 0.6901 -1.0760 -0.12
O 2.93975 -0.26278 -1.09024 -1.3475 -0.2539 0.0529 0.01
C 1.01684 1.85218 -1.94643 -0.2999 -1.3991 -0.3664 -0.03
C 1.27181 1.69040 0.44640 -0.0728 -0.4625 2.2578 -0.06
C 1.61597 -2.86615 -1.37187 -0.1337 0.7519 0.4548 -0.02
H 1.23051 -2.92686 1.35170 0.5134 -0.1023 0.2299 0.07
H 1.37580 -1.19776 1.76304 -0.7117 0.1367 -0.1844 0.05
H 2.69843 -1.86550 0.97544 0.1318 -0.6562 -0.1271 0.06
H -0.78347 -2.13810 -1.45449 -0.6781 0.9822 -0.3145 0.08
H -1.09523 -2.56750 0.14144 1.5057 -1.1786 0.4048 0.09
H -0.95640 -0.42800 1.22097 -0.3812 -0.5485 0.0862 0.10
H -2.30255 -0.77625 -0.02705 -0.2822 0.4162 0.7885 0.11
H -1.15221 1.37793 0.17171 0.5970 0.9547 -0.0333 0.08
H -1.33181 1.09712 -1.42454 -0.1044 -1.1702 -0.6286 0.10
H 2.05389 2.18510 -1.98881 -0.1822 0.3785 0.1443 0.08
H 0.81960 1.30854 -2.87036 -0.0741 -0.0605 -0.2443 0.07
H 0.26362 2.63775 -1.88606 0.4179 0.3687 0.0763 0.07
H 1.13545 1.11891 1.36449 -0.1689 -0.7196 0.1603 0.07
H 2.34004 1.88995 0.53092 0.0031 0.3696 -0.7666 0.07
H 0.64750 2.53848 0.72763 0.2712 0.6030 -0.7784 0.09
H 1.13700 -3.81581 -1.13350 0.1410 -0.0136 0.6026 0.08
H 2.69613 -2.92879 -1.23988 -0.0300 -0.2000 0.3104 0.04
H 1.48899 -2.84304 -2.45420 -0.4214 0.9049 -0.1928 0.05
H 2.85374 -0.39467 -2.03723 1.0466 0.0881 -0.3913 0.09
C 6.97091 -4.32767 1.33488 0.3623 -0.2241 -1.0700 -0.02
C 6.99513 -3.87695 -0.19565 -1.5188 1.9586 3.3936 -0.51
C 5.60249 -3.18220 -0.48380 1.2764 -1.3073 -0.0107 -0.13
C 5.63688 -2.28523 -1.64934 0.8378 2.4848 -1.2604 -0.20
C 6.65636 -1.11248 -1.36977 -0.2542 -1.6401 -0.3007 -0.10
C 8.12450 -1.75116 -1.26059 -2.0758 2.2134 -0.4287 -0.44
N 8.06445 -2.86738 -0.29934 -0.8597 2.3156 -0.2744 -0.11
O 9.37546 -3.28993 -0.08324 0.6155 -1.2278 -0.2900 -0.01
C 8.57639 -2.05343 -2.72559 1.3018 -0.2732 1.2932 -0.03
C 8.94576 -0.52535 -0.69624 0.6946 -1.2489 0.2445 -0.03
C 7.25390 -5.07446 -0.97692 0.5612 0.0547 -2.1213 -0.04
H 6.18581 -5.07335 1.46015 0.0849 -0.1552 0.0117 0.08
H 6.86875 -3.60370 2.14329 -0.1096 0.5178 -0.5085 0.08
H 7.94016 -4.81021 1.46064 -0.0691 -0.4180 0.4516 0.06
H 4.86427 -3.93683 -0.75522 -0.0175 -0.4564 0.7274 0.12
H 5.31169 -2.62762 0.40838 -0.2088 -0.0532 -0.0374 0.12
H 4.61945 -2.00175 -1.91874 -0.0901 0.7181 0.4381 0.08
H 5.94069 -2.69381 -2.61311 0.3865 -0.8033 0.3286 0.07
H 6.39279 -0.55650 -0.47002 0.0038 -0.3398 0.3059 0.09
H 6.66891 -0.35298 -2.15151 0.0671 -0.1874 -0.2821 0.11
H 8.72961 -1.12247 -3.27142 -0.9170 -0.0185 -0.2745 0.08
H 9.61105 -2.39575 -2.70522 0.1287 -0.5264 0.2208 0.08
H 7.99496 -2.84142 -3.20423 -0.1503 0.4165 -0.2379 0.06
H 8.41292 0.04332 0.06587 -0.1867 -0.2640 0.0278 0.06
H 9.85862 -0.91054 -0.24190 0.0689 0.0474 0.1073 0.07
H 9.28595 0.19204 -1.44304 -0.3284 -0.1947 -0.3715 0.08
H 8.27664 -5.35845 -0.72898 -0.2286 -0.8403 -0.1776 0.09
H 7.29072 -4.64779 -1.97927 0.1474 -0.5992 -0.6111 0.08
H 6.47019 -5.83197 -0.98443 0.3393 -0.1449 0.4611 0.10
H 9.37412 -3.66375 0.80099 0.1203 0.2093 0.3039 0.09
C 3.36942 3.62500 2.59568 -1.1424 1.8989 0.4176 -0.05
C 4.80560 4.05083 2.93209 1.3603 -2.0303 -0.4679 -0.43
C 5.67351 2.77217 2.44547 -0.8464 0.9672 -1.0000 -0.14
C 5.95345 2.71007 0.96913 1.0110 1.2445 -0.5065 -0.19
C 6.66318 4.06615 0.60936 -0.5570 -1.3303 1.0687 -0.11
C 5.71273 5.28797 0.87732 -0.1118 -0.1431 -1.6968 -0.53
N 5.20827 5.30695 2.23444 1.1646 0.2858 1.3131 -0.04
O 4.61345 6.61884 2.68522 -1.0288 -2.6702 -0.7632 -0.02
C 6.49684 6.54842 0.60381 0.1210 0.6468 0.5554 -0.06
C 4.65875 5.20449 -0.25082 -1.0086 -0.3704 0.2111 -0.04
C 5.09184 4.08410 4.46939 -1.3227 1.1804 -1.3278 -0.02
H 2.73842 4.28034 3.19608 -0.4093 0.0253 0.2833 0.08
H 3.00262 2.61545 2.78105 0.6166 -0.1036 0.0660 0.06
H 3.07888 3.94868 1.59623 0.3256 -0.4073 -0.2007 0.07
H 6.62674 2.68280 2.96649 -0.2558 -0.0834 0.3402 0.12
H 5.00155 1.91493 2.48697 0.2490 -0.1482 1.5233 0.10
H 5.05686 2.44688 0.40792 -0.1770 0.5777 -0.1917 0.10
H 6.58611 1.83978 0.79469 0.4421 0.1233 -0.1074 0.09
H 7.13978 4.01465 -0.36956 -0.6001 0.5661 -0.3627 0.11
H 7.52065 4.10803 1.28100 0.0585 0.2182 0.3273 0.11
H 7.12814 6.83141 1.44611 0.7479 -0.5932 -0.0968 0.09
H 7.03409 6.36778 -0.32722 0.2076 0.5829 0.1459 0.09
H 5.87290 7.44146 0.56803 -0.3898 -0.1703 -0.7197 0.08
H 5.09189 5.22108 -1.25093 0.2522 0.1823 0.0799 0.09
H 4.09351 4.27405 -0.19727 0.0889 -0.1276 0.0159 0.05
H 3.89474 5.97954 -0.19012 0.1842 0.3124 0.1094 0.09
H 4.15857 4.55081 4.78451 0.2179 0.0173 1.1505 0.07
H 5.92845 4.74889 4.68444 0.0141 -0.1669 -0.0059 0.08
H 5.23492 3.09543 4.90546 -0.1311 0.1040 -0.1302 0.07
H 5.27677 7.30522 2.78764 0.9032 -0.6218 -0.0143 0.07
```
Positions in Å, forces in eV/Å.

SMILES string   CC1(C)CCCC(C)(C)N1O.CC1(C)CCCC(C)(C)N1O.CC1(C)CCCC(C)(C)N1O.CC1(C)CCCC(C)(C)N1O.CC1(C)CCCC(C)(C)N1O.CC1(C)CCCC(C)(C)N1O.CC1(C)CCCC(C)(C)N1O.CC1(C)CCCC(C)(C)N1O.CC1(C)CCCC(C)(C)N1O.CC1(C)CCCC(C)(C)N1O
Energy   -4842.2729 a.u.
Total charge   0
LUMO energy   0.015 Eh
Maximum force   5.32 eV Å⁻¹
ΔE to the lowest compared entry with this formula, charge and spin   1106.07 kJ/mol
Orbital gap   8.10 eV